Molecular formula: C3H6N2O
Method: DFT, the ωB97M-V functional and the def2-TZVPD basis

Last column: Löwdin charge in e.
Cartesian coordinates (Å):
C1 -1.1429 1.3629 1.8606  -0.14
C2 0.3064 -0.6583 -1.6226  -0.11
C3 0.7502 -1.4626 -0.5011  -0.27
N1 0.5704 0.4278 -0.8665  -0.01
N2 1.0195 -0.2500 0.2055  -0.05
O1 -2.2212 1.6408 1.4305  -0.01
H1 -1.0332 1.2347 2.9293  0.08
H2 -0.3540 1.3545 1.1635  0.01
H3 0.1704 -0.8055 -2.6481  0.07
H4 0.0164 -2.2018 -0.0965  0.14
H5 1.6777 -1.9973 -0.8870  0.14
H6 0.2404 1.3547 -0.9676  0.14

Results
LUMO energy (alpha / beta): 0.8567 / 0.8560 eV
Highest occupied orbital energy (alpha / beta): -7.8060 / -7.8036 eV
Energy relative to the best compared isomer or geometry (same formula, charge and spin): 137.1 kcal/mol
Charge: 0

***

Molecular formula: C4H7NO2
Method: DFT, the ωB97M-V functional and the def2-TZVPD basis

Last column: Löwdin charge in e.
Cartesian coordinates (Å):
C1 -1.6271 -0.9211 -0.0074  -0.04
C2 -0.3284 -0.3225 -0.4979  -0.34
C3 -0.0158 1.0944 0.0173  -0.12
N1 1.4130 0.9839 0.1783  0.09
C4 1.8275 -0.3199 0.2778  -0.56
O1 2.9196 -0.7317 0.5684  0.11
O2 0.7686 -1.1206 -0.0291  0.05
H1 -1.6752 -0.8899 1.0856  0.09
H2 -1.7029 -1.9640 -0.3275  0.09
H3 -2.4804 -0.3697 -0.4164  0.09
H4 -0.2908 -0.3294 -1.5948  0.15
H5 -0.5407 1.3062 0.9615  0.12
H6 -0.2847 1.8632 -0.7131  0.12
H7 2.0173 1.7212 0.4974  0.15

Results
LUMO energy: 0.8032 eV
Highest occupied orbital energy: -10.0032 eV
Energy relative to the best compared isomer or geometry (same formula, charge and spin): 0.3 kcal/mol
Charge: 0

***

Molecular formula: C48H38BBr4N6O2RuTe
Method: DFT, the ωB97M-V functional and the def2-TZVPD basis

Last column: Löwdin charge in e.
Cartesian coordinates (Å):
Ru1 0.1257 0.8577 0.0198  1.33
C1 2.0689 6.0742 -1.0256  -0.02
C2 1.5769 4.9768 -0.1534  -0.25
C3 1.5460 4.9457 1.2304  0.05
C4 0.9345 3.7280 1.5598  -0.22
N1 0.6448 3.0790 0.4282  0.02
N2 1.0289 3.8295 -0.6087  0.03
B1 0.8509 3.3789 -2.0686  -0.50
N3 1.7952 2.1899 -2.3354  0.03
N4 1.8921 1.1546 -1.4899  0.03
C5 2.8099 0.3107 -1.9791  -0.24
C6 3.3017 0.8239 -3.1874  0.05
C7 2.6339 2.0179 -3.3757  -0.25
C8 2.7627 2.9506 -4.5230  -0.01
C9 3.3441 -0.8353 -1.2621  -0.23
C10 3.9967 -1.8540 -1.9574  -0.03
C11 4.6834 -2.8342 -1.2698  -0.08
C12 4.7379 -2.8067 0.1120  -0.09
C13 4.0467 -1.8300 0.8119  -0.08
C14 3.3367 -0.8546 0.1355  -0.08
N5 -0.5897 2.8951 -2.3259  0.03
N6 -1.2317 2.0309 -1.5211  0.06
C15 -2.4567 1.8394 -2.0181  -0.22
C16 -2.5923 2.5840 -3.1970  0.04
C17 -1.3962 3.2514 -3.3491  -0.26
C18 -1.0568 4.2403 -4.4040  -0.01
C19 -3.5696 1.2315 -1.3096  -0.18
C20 -3.6515 1.3736 0.0730  -0.05
C21 -4.7985 1.0011 0.7469  -0.09
C22 -5.8836 0.4931 0.0499  -0.13
C23 -5.8046 0.3358 -1.3258  -0.12
C24 -4.6565 0.7014 -2.0020  -0.04
C25 0.4511 3.2359 2.8483  -0.17
C26 -0.7893 2.5981 2.8622  -0.05
C27 -1.3672 2.2052 4.0527  -0.10
C28 -0.7043 2.4148 5.2507  -0.13
C29 0.5424 3.0180 5.2437  -0.08
C30 1.1126 3.4427 4.0551  -0.02
H1 2.4153 6.8970 -0.4058  0.08
H2 1.2705 6.4384 -1.6702  0.08
H3 2.8881 5.7388 -1.6588  0.08
H4 1.9041 5.7003 1.9025  0.11
H5 1.1057 4.2735 -2.7920  0.11
H6 4.0685 0.3981 -3.8031  0.11
H7 3.5343 2.5835 -5.1932  0.09
H8 3.0313 3.9545 -4.2022  0.08
H9 1.8218 3.0027 -5.0670  0.07
H10 3.9697 -1.8730 -3.0376  0.12
H11 5.1792 -3.6193 -1.8171  0.11
H12 5.3090 -3.5584 0.6329  0.11
H13 4.0757 -1.8229 1.8893  0.11
H14 2.8039 -0.0617 0.6684  0.10
H15 -3.4622 2.6520 -3.8158  0.11
H16 -1.9145 4.3623 -5.0613  0.09
H17 -0.2042 3.9154 -4.9970  0.07
H18 -0.8205 5.2067 -3.9617  0.09
H19 -2.8084 1.8135 0.5952  0.09
H20 -4.8573 1.1200 1.8206  0.11
H21 -6.7816 0.2122 0.5819  0.11
H22 -6.6410 -0.0781 -1.8693  0.10
H23 -4.5932 0.5835 -3.0730  0.11
H24 -1.3061 2.4621 1.9160  0.08
H25 -2.3399 1.7351 4.0466  0.11
H26 -1.1600 2.1016 6.1789  0.10
H27 1.0730 3.1568 6.1730  0.10
H28 2.0793 3.9246 4.0571  0.11
Br1 -5.1185 -3.0271 3.1750  0.73
C31 -3.5467 -2.0555 2.8329  -0.76
C32 -2.6885 -1.7282 3.8847  -0.77
Br2 -3.1259 -2.2284 5.6495  0.71
C33 -1.4901 -1.0897 3.6192  -0.66
Br3 -0.1964 -0.8498 4.9669  0.82
C34 -1.1339 -0.6698 2.3222  -0.49
O1 -0.0129 -0.1293 2.0624  -0.22
C35 -2.0482 -0.9969 1.2332  -0.49
O2 -1.6906 -0.7354 0.0279  -0.36
C36 -3.2074 -1.7227 1.5318  -0.61
Br4 -4.2530 -2.3240 0.0848  0.91
Te1 0.2587 -2.2740 -0.5796  1.54
C37 1.6341 -3.9445 -0.7117  -0.48
C38 1.7889 -4.5944 -1.9265  -0.15
C39 2.5390 -5.7544 -2.0091  -0.09
C40 3.1478 -6.2685 -0.8773  -0.09
C41 3.0107 -5.6179 0.3385  -0.09
C42 2.2540 -4.4604 0.4155  -0.15
C43 -0.8596 -3.5951 0.7013  -0.45
C44 -1.8275 -4.3839 0.0934  -0.19
C45 -2.5517 -5.2974 0.8377  -0.10
C46 -2.3163 -5.4344 2.1932  -0.09
C47 -1.3431 -4.6572 2.8006  -0.07
C48 -0.6130 -3.7417 2.0587  -0.13
H29 1.3049 -4.1957 -2.8063  0.09
H30 2.6369 -6.2632 -2.9588  0.10
H31 3.7214 -7.1810 -0.9473  0.10
H32 3.4914 -6.0110 1.2252  0.11
H33 2.1451 -3.9546 1.3657  0.10
H34 -2.0273 -4.2638 -0.9618  0.09
H35 -3.3029 -5.9024 0.3569  0.11
H36 -2.8881 -6.1466 2.7694  0.11
H37 -1.1462 -4.7768 3.8563  0.11
H38 0.1400 -3.1365 2.5478  0.10

Results
Multiplicity: 2
LUMO energy (alpha / beta): -2.0447 / -2.2054 eV
Highest occupied orbital energy (alpha / beta): -6.9079 / -6.7893 eV
Energy relative to the best compared isomer or geometry (same formula, charge and spin): 121.2 kcal/mol
Charge: 0

***

Molecular formula: C40H104BF4N10O16Zn
Method: DFT, the ωB97M-V functional and the def2-TZVPD basis

Last column: Löwdin charge in e.
Cartesian coordinates (Å):
Zn1 -24.4751 18.4811 20.2424  0.72
B1 -24.2840 19.7740 22.9656  -1.35
F1 -24.2957 18.5273 23.6055  0.13
F2 -24.9366 19.6454 21.7859  0.16
F3 -24.9547 20.7662 23.6527  0.15
F4 -22.9728 20.1651 22.6553  0.11
C1 -19.8649 19.2948 23.8745  -0.79
O1 -20.1811 18.1331 23.6907  0.03
N1 -20.4736 20.3406 23.4319  0.19
N2 -18.8866 19.6700 24.6641  0.16
H1 -20.2660 21.2608 23.7927  0.12
H2 -21.3176 20.2266 22.8889  0.06
H3 -18.6578 20.6444 24.7992  0.11
H4 -18.3395 18.9286 25.0778  0.12
C2 -21.7530 22.7876 20.7798  -0.73
O2 -21.6615 21.7255 20.2443  0.04
N3 -21.3942 23.8986 20.1587  0.19
N4 -22.1230 22.9109 22.0184  0.23
H5 -21.4948 24.8184 20.5636  0.07
H6 -21.0245 23.8980 19.2188  0.12
H7 -22.3299 22.0159 22.4383  0.08
H8 -22.2545 23.7338 22.5889  0.08
C3 -22.4005 18.8074 26.2952  -0.07
O3 -22.5239 19.1541 27.6760  -0.22
C4 -21.4957 19.9565 28.1324  -0.24
C5 -21.6117 20.1926 29.6170  -0.22
N5 -22.6532 21.1116 30.0178  -0.05
C6 -23.0622 21.0239 31.4458  -0.16
C7 -23.9528 19.7942 31.8467  -0.20
O4 -25.1323 19.7351 31.0739  -0.25
C8 -26.2227 20.5679 31.4882  -0.06
H9 -21.3674 18.4948 26.1428  0.08
H10 -22.5976 19.6902 25.6871  0.09
H11 -23.0120 17.9949 25.9029  0.08
H12 -21.6745 20.9253 27.6658  0.13
H13 -20.5364 19.4914 27.9056  0.13
H14 -20.6776 20.6088 29.9942  0.13
H15 -21.7233 19.1889 30.0271  0.12
H16 -23.5033 20.7063 29.6531  0.06
H17 -23.6088 21.9321 31.7000  0.11
H18 -22.1216 20.9377 31.9899  0.12
H19 -24.1617 19.6855 32.9110  0.13
H20 -23.3450 18.9160 31.6290  0.11
H21 -25.9189 21.5987 31.6702  0.09
H22 -26.5888 20.1542 32.4279  0.10
H23 -26.9252 20.5130 30.6566  0.07
C9 -26.1282 22.4440 28.3024  -0.03
O5 -26.5867 21.0845 28.1210  -0.21
C10 -25.7928 20.3730 27.1851  -0.16
C11 -26.4700 19.0076 26.9857  -0.12
N6 -26.7168 18.3162 28.1965  0.22
C12 -25.5536 17.4776 28.5385  -0.08
C13 -25.8254 16.5624 29.7412  -0.22
O6 -24.8928 15.5137 29.8985  -0.16
C14 -24.9491 14.8871 31.1552  -0.09
H24 -25.1560 22.4426 28.7954  0.09
H25 -26.9102 22.9002 28.9094  0.10
H26 -26.1222 22.8932 27.3093  0.09
H27 -24.7581 20.2811 27.5155  0.12
H28 -25.7754 20.8931 26.2274  0.12
H29 -26.0198 18.3416 26.2496  0.14
H30 -27.4863 19.2269 26.6585  0.15
H31 -26.7229 19.1183 28.8103  0.13
H32 -24.7404 18.1238 28.8691  0.15
H33 -25.1968 16.7640 27.7959  0.14
H34 -26.8836 16.3047 29.7829  0.13
H35 -25.7172 17.2191 30.6044  0.11
H36 -24.3119 14.0091 31.2609  0.10
H37 -25.9052 14.3730 31.2531  0.09
H38 -24.7173 15.5937 31.9522  0.10
C15 -17.7738 26.9064 24.6370  -0.09
O7 -18.4344 26.4018 23.4786  -0.18
C16 -19.0570 27.3451 22.6192  -0.21
C17 -20.0703 26.6471 21.6556  -0.20
N7 -21.1654 26.0027 22.3191  -0.09
C18 -21.9336 26.7830 23.2561  -0.19
C19 -23.1472 26.0227 23.7930  -0.20
O8 -22.7371 24.8030 24.3778  -0.19
C20 -23.8322 24.0115 24.6541  -0.15
H39 -18.4866 27.4833 25.2262  0.08
H40 -16.8788 27.4945 24.4341  0.09
H41 -17.4453 26.1246 25.3219  0.08
H42 -18.3289 27.9402 22.0679  0.12
H43 -19.6616 28.1142 23.0999  0.11
H44 -19.5956 25.8718 21.0543  0.11
H45 -20.4907 27.4026 20.9918  0.12
H46 -20.6690 25.3213 22.8754  0.11
H47 -22.2828 27.7362 22.8589  0.13
H48 -21.3130 27.0792 24.1017  0.12
H49 -23.7660 25.7842 22.9279  0.12
H50 -23.6942 26.6697 24.4788  0.13
H51 -23.5425 22.9724 24.8106  0.09
H52 -24.5954 23.9356 23.8795  0.08
H53 -24.4545 24.4287 25.4458  0.09
C21 -24.6976 10.8170 22.0661  -0.09
O9 -25.1220 12.1690 22.0724  -0.18
C22 -26.3531 12.3481 22.7478  -0.24
C23 -26.8896 13.7285 22.5830  -0.17
N8 -25.8074 14.7573 22.6085  -0.05
C24 -25.2385 14.9848 23.9230  -0.19
C25 -24.1658 13.9970 24.4489  -0.23
O10 -23.0430 14.0259 23.6360  -0.19
C26 -22.0641 13.0590 23.9991  -0.07
H54 -25.4100 10.0642 21.7288  0.09
H55 -24.5995 10.5187 23.1099  0.09
H56 -23.7766 10.6450 21.5091  0.10
H57 -26.3943 12.0970 23.8077  0.12
H58 -27.1253 11.7282 22.2925  0.13
H59 -27.6833 13.9573 23.2942  0.13
H60 -27.3232 13.8519 21.5906  0.11
H61 -25.0153 14.2256 22.2768  0.08
H62 -26.0234 14.9884 24.6794  0.12
H63 -24.7857 15.9763 23.9168  0.10
H64 -24.6036 13.0374 24.7237  0.11
H65 -23.7780 14.3355 25.4097  0.12
H66 -21.7186 13.3544 24.9898  0.09
H67 -21.1822 13.0947 23.3595  0.10
H68 -22.3636 12.0259 24.1754  0.09
C27 -22.5545 16.5726 21.8267  -0.08
O11 -22.8655 17.4332 20.7872  -0.24
C28 -21.6098 17.8996 20.2236  -0.12
C29 -21.8271 18.7264 18.9254  -0.11
N9 -22.9510 19.6388 19.3166  -0.09
C30 -23.6268 20.1892 18.1549  -0.15
C31 -24.9916 20.7612 18.5782  -0.17
O12 -25.7300 19.8361 19.3356  -0.26
C32 -27.0387 20.3734 19.7124  -0.01
H69 -22.5728 17.2205 22.7031  0.09
H70 -21.6198 16.0136 21.7835  0.11
H71 -23.3037 15.7952 21.9766  0.07
H72 -21.0216 17.0652 19.8415  0.14
H73 -21.1071 18.4940 20.9864  0.13
H74 -22.1788 18.0990 18.1064  0.11
H75 -20.9544 19.2966 18.6069  0.14
H76 -22.3760 20.3710 19.7083  0.04
H77 -23.7020 19.5091 17.3064  0.12
H78 -22.9278 20.9497 17.8072  0.14
H79 -25.5237 21.0969 17.6882  0.14
H80 -24.8675 21.6589 19.1838  0.14
H81 -27.6369 20.5351 18.8158  0.11
H82 -26.7980 21.3215 20.1933  0.09
H83 -27.6229 19.7875 20.4220  0.09
C33 -28.2053 26.7216 18.4388  -0.12
O13 -28.5752 25.3665 18.3605  -0.18
C34 -29.7733 25.0215 19.0755  -0.21
C35 -29.7563 25.0020 20.5800  -0.23
N10 -28.9873 23.8836 21.0657  -0.06
C36 -28.9720 23.7289 22.5294  -0.18
C37 -28.1031 22.4966 23.0220  -0.21
O14 -28.8393 21.3040 23.0758  -0.18
C38 -28.1279 20.1660 23.5620  -0.08
H84 -28.3074 27.0309 19.4790  0.07
H85 -28.9069 27.3572 17.8984  0.09
H86 -27.2039 27.0858 18.2094  0.09
H87 -30.1654 24.0737 18.7066  0.12
H88 -30.5463 25.6564 18.6426  0.12
H89 -30.7644 24.9356 20.9891  0.12
H90 -29.5217 26.0223 20.8833  0.11
H91 -29.2825 22.9951 20.6869  0.11
H92 -29.9794 23.7182 22.9456  0.11
H93 -28.5876 24.6034 23.0543  0.11
H94 -27.6780 22.8723 23.9527  0.11
H95 -27.2491 22.3798 22.3548  0.11
H96 -27.7374 20.4866 24.5278  0.07
H97 -27.2472 19.8940 22.9803  0.06
H98 -28.7773 19.2967 23.6653  0.09
C39 -26.6183 16.8128 20.0936  -0.21
C40 -25.6767 16.1562 19.1259  -0.15
O15 -24.7051 17.1481 18.8169  -0.06
O16 -25.8829 17.2826 21.1771  -0.06
H99 -27.4000 16.1161 20.3962  0.14
H100 -27.0387 17.6922 19.6057  0.12
H101 -26.3056 15.8479 18.2906  0.15
H102 -25.1527 15.3047 19.5600  0.14
H103 -24.5031 16.9536 17.8987  0.14
H104 -26.0822 16.6201 21.8427  0.08

Results
Multiplicity: 2
LUMO energy (alpha / beta): -3.5386 / -8.6509 eV
Highest occupied orbital energy (alpha / beta): -11.8804 / -11.8802 eV
Charge: +2

***

Summary of DFT total energy in hartree
-302.4746 -361.8804 -13014.7574 -5540.9221
(order as listed above)